# 1
Entry from the Open Molecules 2025 dataset: one molecule with the formula C3H4S2 in a non-equilibrium geometry (the ωB97M-V functional and the def2-TZVPD basis).

Structure (XYZ):
```
9
Properties=species:S:1:pos:R:3:forces:R:3
C 0.155989 0.738891 -0.146106 -0.50 -0.59 1.81
C 0.454931 -0.661407 -0.556174 2.28 2.87 0.31
S 2.009679 -0.979364 -0.953620 -0.48 -0.66 -0.23
C -0.485393 -1.698424 -0.368986 -1.98 -1.76 0.67
S -1.972154 -1.971241 0.264542 0.81 1.31 -0.30
H -0.089171 0.600348 0.943083 -0.16 0.49 -0.76
H -0.731909 1.048625 -0.645844 -0.80 0.64 -0.24
H 0.957809 1.475273 -0.181026 0.00 -0.41 -0.47
H -0.019172 -2.583566 -0.637683 0.84 -1.88 -0.78
```
Forces are in eV/Å.

Properties
Total charge = 0
Highest occupied orbital energy = -9.18 eV
LUMO level = -2.207 eV
Spin multiplicity = 1
Structure (SMILES) = CC(=S)C=S
Gap between HOMO and LUMO = 6.977 eV

# 2
Entry from the Open Molecules 2025 dataset: a 2-piece molecular cluster, C22H28Br2N3O4S overall in a non-equilibrium geometry (the ωB97M-V functional and the def2-TZVPD basis).

Structure (XYZ):
```
60
Properties=species:S:1:pos:R:3:forces:R:3
C -3.753426 1.403732 1.786411 8.54 -3.51 -2.90
C -2.459442 0.919622 1.424991 -7.86 2.89 -0.06
C -1.242734 0.413756 0.396747 0.19 -0.75 -0.40
C -0.193279 1.480651 -0.348662 0.69 -2.98 -0.91
C -0.238315 3.100494 -0.097822 0.17 0.22 0.24
C -1.720390 3.786888 -0.245162 -0.14 0.41 1.78
C -1.514186 5.441249 -0.356110 0.64 -1.83 0.65
S -1.905154 5.931346 -2.135677 0.08 -0.41 0.24
C 0.973147 0.878184 -1.385041 -1.51 -2.72 1.04
C 2.078126 1.855582 -2.163242 -0.93 -0.68 0.49
N 2.880648 2.592950 -1.108551 0.18 -0.43 -1.40
C 3.840107 1.690497 -0.364565 0.91 0.10 0.43
C 1.113330 -0.764447 -1.668948 -3.42 1.33 2.61
N 2.133408 -1.378910 -2.602288 -2.01 -1.49 0.32
C 3.241577 -2.103681 -1.871063 1.86 -0.86 -0.26
C 1.502355 -2.219972 -3.691956 0.03 -4.46 -1.99
C 0.307403 -1.510346 -4.621205 0.12 0.44 -0.13
O 1.837409 -3.475779 -4.015919 -1.18 7.78 2.26
C 0.055561 -1.717246 -0.857840 -1.18 1.58 0.96
C -1.128258 -1.201906 0.151202 2.40 2.91 -1.81
C -1.952449 -2.485106 0.748659 -3.41 0.61 0.55
O -3.180864 -2.624275 1.252381 8.36 0.90 -3.20
N -0.914235 -3.606205 0.531669 -0.47 0.91 0.04
C -0.094751 -3.588713 1.802006 -1.04 -0.57 1.72
Br 1.887689 -3.576466 1.542871 -1.11 0.17 -0.04
C -0.419546 -4.861336 2.826354 0.32 1.62 1.48
C -1.934937 -4.836186 3.450616 -0.45 -0.95 0.21
Br 0.107475 -6.652088 2.037461 -0.62 1.44 0.54
C -0.156040 -3.340160 -0.781494 1.56 -2.98 -3.17
O 0.161706 -4.328617 -1.622455 -2.00 6.66 5.66
H -4.854313 1.742392 2.087459 3.33 -0.96 -0.49
H 0.485360 3.715481 -0.819562 -1.40 -1.94 1.30
H 0.185386 3.309945 0.997076 -1.17 -0.58 -2.14
H -2.300089 3.630628 0.786709 1.28 0.03 -2.37
H -2.337913 3.359856 -1.143919 1.25 0.82 1.78
H -0.381436 5.636962 -0.118527 -2.24 -0.12 -0.57
H -2.162127 6.012961 0.448366 1.16 -1.17 -2.03
H -2.011409 4.714597 -2.829886 0.23 1.02 1.22
H 2.787964 1.191014 -2.846062 -1.80 1.13 1.26
H 1.433486 2.603370 -2.819923 1.55 -1.44 1.39
H 3.410068 3.377736 -1.594934 -0.85 -1.54 0.95
H 3.877500 2.055289 0.763059 0.21 -0.78 -2.43
H 3.540539 0.559912 -0.335150 0.18 2.29 -0.25
H 4.896752 1.753187 -0.896105 -1.88 -0.26 1.39
H 3.926369 -2.607506 -2.709316 -1.65 1.05 1.85
H 2.877231 -2.952894 -1.153709 0.48 1.68 -1.40
H 3.965928 -1.368084 -1.278895 -1.95 -1.34 -1.29
H -0.486016 -0.938413 -3.977740 1.65 -1.12 -1.04
H 0.769159 -0.711479 -5.378133 -0.72 -1.75 1.83
H -0.261799 -2.302812 -5.290537 1.52 1.40 1.73
H -0.361508 -2.612336 2.432663 0.77 -1.99 -1.31
H 0.323862 -4.704692 3.746109 -1.51 -0.39 -2.22
H -2.642354 -5.555578 2.825470 1.46 1.83 1.19
H -1.936802 -5.274160 4.561014 0.29 0.90 -2.49
H -2.393500 -3.754944 3.525970 1.07 -2.15 -0.44
C -1.913847 2.801767 4.576117 -0.23 -0.42 0.37
O -1.273007 3.579724 3.716685 0.48 0.53 -0.85
H -1.585057 2.833055 5.628804 0.45 0.28 0.64
H -2.998216 2.966622 4.695899 -0.84 0.35 -0.13
H -1.892149 1.714888 4.387636 0.18 -0.72 -0.39
```
Forces are in eV/Å.

Properties
Total charge = -1
Highest occupied orbital energy = -2.61 eV
LUMO level = 0.574 eV
Spin multiplicity = 1
Gap between HOMO and LUMO = 3.180 eV

# 3
Entry from the Open Molecules 2025 dataset: a 5-piece molecular cluster, C18H41I2O12S5 overall in a non-equilibrium geometry (the ωB97M-V functional and the def2-TZVPD basis).

Structure (XYZ):
```
78
Properties=species:S:1:pos:R:3:forces:R:3
C 0.589406 -2.471489 -3.004528 -1.88 -2.77 1.17
C -0.229199 -3.304816 -2.082512 1.78 2.46 -1.96
C -1.189071 -4.581536 -2.549417 0.74 -0.01 1.87
S -1.828927 -4.268354 -4.322096 0.11 1.43 0.54
C -3.164821 -2.929679 -4.045764 -4.31 -2.16 1.69
I -2.579206 -0.872421 -4.507732 -0.45 -1.90 0.30
C -4.525783 -3.335733 -3.525567 3.36 2.31 -1.45
C -5.701906 -2.234759 -3.222648 -0.10 0.09 0.54
I -4.960451 -5.493912 -3.156447 0.27 2.14 -0.31
H 1.050013 -2.992872 -3.973015 -1.74 1.45 1.79
H 0.814689 -1.322884 -2.890651 0.12 -2.72 0.51
H -0.161334 -3.065054 -0.919648 -1.00 -0.34 -2.74
H -0.555842 -5.561093 -2.459948 -1.50 1.57 -0.64
H -2.177180 -4.653158 -1.886776 2.38 0.21 -1.36
H -2.396110 -5.440696 -4.847159 -0.07 0.99 1.09
H -5.317390 -1.116806 -3.142323 -0.33 -2.56 -0.32
H -6.531095 -2.226435 -4.070183 1.78 -0.40 1.85
H -6.174082 -2.472726 -2.152219 0.90 0.29 -2.55
O 1.425100 1.799157 -0.260760 0.02 0.03 -1.35
S 1.232644 1.974013 -1.685174 0.03 1.07 0.17
O 2.054063 1.291866 -2.660877 -0.46 0.13 0.86
O 1.228339 3.567911 -2.027189 -0.94 -1.65 0.04
C 2.331949 4.358301 -1.608718 1.25 0.71 0.27
C 3.531834 4.159641 -2.515634 0.20 -0.27 -0.12
C -0.471616 1.659757 -2.069117 -0.08 0.17 -0.07
H 2.585850 4.149991 -0.564105 -0.12 -0.09 -0.10
H 2.014179 5.404632 -1.661390 -0.29 -0.31 -0.01
H 3.936170 3.147844 -2.416936 -0.02 0.14 0.02
H 4.327585 4.866963 -2.265034 -0.17 -0.05 0.03
H 3.251848 4.294912 -3.565261 0.01 0.08 0.16
H -1.100612 2.212433 -1.369488 0.14 -0.05 -0.09
H -0.648342 0.587073 -1.966015 0.15 0.10 0.07
H -0.665417 1.970636 -3.097681 0.10 0.02 0.14
O 5.038921 5.646908 1.280083 0.21 0.17 1.00
S 5.236399 6.382507 2.511531 -0.33 0.25 0.39
O 6.260959 6.021210 3.466409 -0.77 -0.05 -0.99
O 3.810472 6.499513 3.292906 1.07 0.65 -0.81
C 3.087771 5.309653 3.575264 -0.46 -1.04 0.44
C 3.682484 4.566857 4.756897 0.32 -0.15 0.10
C 5.417102 8.104315 2.119873 -0.16 0.06 0.07
H 3.034056 4.667648 2.689816 0.12 0.14 0.00
H 2.063391 5.608217 3.820349 0.24 0.28 -0.18
H 4.672737 4.170135 4.514055 -0.16 0.02 0.02
H 3.044416 3.727190 5.046992 0.02 0.12 -0.07
H 3.803746 5.235804 5.614926 -0.12 -0.07 -0.13
H 4.616641 8.399278 1.439560 0.09 -0.10 0.12
H 6.387900 8.240709 1.638768 -0.10 -0.19 0.09
H 5.376580 8.683369 3.044646 0.00 -0.16 -0.11
O -9.469470 -3.421768 0.668493 0.27 -0.96 0.57
S -9.678977 -4.734288 1.242921 -0.24 -0.25 0.10
O -9.351611 -5.031378 2.620100 -0.02 0.55 -1.20
O -8.975060 -5.849957 0.285169 -0.88 0.52 0.31
C -7.600174 -5.700697 -0.039180 0.94 -0.02 0.05
C -6.709453 -6.119410 1.115368 0.03 0.10 0.37
C -11.361122 -5.218951 0.949393 0.05 -0.16 -0.14
H -7.383998 -4.674638 -0.354689 -0.18 0.01 0.07
H -7.401572 -6.351053 -0.897174 -0.39 0.05 0.07
H -6.811787 -5.432061 1.960378 0.02 -0.09 -0.13
H -5.658915 -6.125901 0.810976 -0.08 -0.02 -0.05
H -6.982836 -7.116620 1.474871 0.06 0.13 -0.15
H -11.601802 -5.046756 -0.100841 0.09 -0.01 0.15
H -12.004162 -4.608455 1.586816 0.24 0.00 -0.02
H -11.475486 -6.273501 1.208226 0.08 0.17 -0.02
O 6.704746 -1.456227 2.621035 -0.76 0.92 0.05
S 6.257224 -0.082665 2.719116 0.19 0.31 -0.29
O 5.051488 0.283692 3.429071 0.78 -0.63 -0.53
O 6.201137 0.564027 1.223740 0.58 -0.09 1.22
C 5.443577 -0.099226 0.221747 -0.78 -0.47 -0.67
C 3.957177 0.151295 0.393615 -0.13 -0.03 0.29
C 7.594966 0.905890 3.338693 0.02 0.12 -0.16
H 5.666255 -1.171319 0.211442 0.10 0.10 0.15
H 5.764651 0.306619 -0.743013 0.23 0.08 0.31
H 3.580945 -0.324124 1.304323 0.05 0.06 -0.10
H 3.396203 -0.252270 -0.454187 0.13 0.10 0.01
H 3.751448 1.223052 0.479769 0.06 -0.23 -0.11
H 8.498981 0.673744 2.773508 -0.18 0.00 0.04
H 7.737310 0.658293 4.392708 -0.16 -0.08 -0.16
H 7.331462 1.960634 3.237544 -0.02 -0.17 -0.01
```
Forces are in eV/Å.

Properties
Total charge = +1
Highest occupied orbital energy = -11.89 eV
LUMO level = -4.479 eV
Spin multiplicity = 1
Gap between HOMO and LUMO = 7.409 eV

What is the formula in the third record?
C18H41I2O12S5